Entry 1:
A structure of composition C20H60F2InNO14S2 at a distorted geometry, computed with the ωB97M-V functional and the def2-TZVPD basis.

Atoms and positions in Å:
In1 -1.18089 1.17895 3.50915
N1 -0.63524 0.42872 0.84745
S1 -1.71686 0.18903 -0.30680
O1 -2.22514 -1.13966 -0.35691
O2 -1.68179 0.98606 -1.48118
F1 -2.84429 0.99090 0.49414
S2 0.75680 0.15683 -0.04343
O3 1.14225 1.29158 -0.80273
O4 0.94279 -1.14230 -0.59682
F2 1.72814 0.17779 1.18537
C1 5.03921 -1.50599 1.56531
C2 5.74170 -0.88841 0.35150
O5 5.77025 -1.80866 -0.71591
H1 5.49453 -2.44314 1.87724
H2 3.95901 -1.49187 1.43557
H3 5.24257 -0.86428 2.43305
H4 6.79295 -0.74566 0.63422
H5 5.25671 0.04609 0.07637
H6 5.22608 -1.42717 -1.42740
C3 0.35793 -3.67526 3.34276
C4 0.57421 -2.27550 2.83881
O6 0.20454 -1.30328 3.82851
H7 -0.67403 -3.82453 3.67864
H8 0.96441 -3.92190 4.21751
H9 0.50201 -4.47049 2.60891
H10 0.05605 -2.08810 1.90122
H11 1.64136 -2.17032 2.60138
H12 0.89674 -1.30112 4.49644
C5 0.53438 5.21302 -0.38941
C6 -0.40438 4.33583 0.39126
O7 0.33028 3.40877 1.19949
H13 0.03803 5.79955 -1.17171
H14 1.26496 4.62335 -0.95187
H15 1.02793 6.00888 0.17064
H16 -1.05095 3.73962 -0.27395
H17 -1.03629 4.88238 1.08846
H18 1.15147 3.18847 0.74266
C7 5.20920 0.89209 -3.24258
C8 3.90538 0.83929 -2.48180
O8 3.62654 -0.53636 -2.14602
H19 6.04025 0.45235 -2.68020
H20 5.47897 1.91401 -3.49808
H21 5.15043 0.28216 -4.14513
H22 3.12477 1.17531 -3.16683
H23 3.95125 1.43800 -1.56854
H24 2.71423 -0.58360 -1.83945
C9 -1.19388 0.74780 -5.54027
C10 -2.35135 0.09806 -4.79549
O9 -3.14669 0.99137 -4.09191
H25 -0.46210 1.18835 -4.85772
H26 -1.46742 1.51916 -6.26115
H27 -0.66082 0.00223 -6.13690
H28 -1.94184 -0.72865 -4.18357
H29 -3.01357 -0.40864 -5.50081
H30 -2.62633 1.35488 -3.35882
C11 -5.00881 0.37800 3.00140
C12 -4.39096 -0.93735 3.42861
O10 -3.25620 -1.22487 2.58028
H31 -5.82572 0.69719 3.64638
H32 -5.29562 0.30469 1.95202
H33 -4.26601 1.18521 3.01146
H34 -5.12529 -1.73207 3.29000
H35 -4.05366 -0.95063 4.46536
H36 -3.52598 -1.94511 2.00506
C13 4.37865 1.85496 3.12728
C14 3.01612 2.48817 3.32920
O11 1.99785 1.53529 3.67347
H37 4.49237 1.41402 2.14143
H38 4.62422 1.21429 3.98001
H39 5.14454 2.63130 3.22514
H40 2.68573 2.91770 2.38232
H41 3.01819 3.29360 4.06484
H42 2.39653 0.87805 4.25143
C15 2.85437 -3.58402 -0.37605
C16 4.08647 -4.40344 -0.64438
O12 3.79465 -5.72385 -0.29366
H43 2.10839 -3.75060 -1.15876
H44 3.07830 -2.52067 -0.47804
H45 2.41294 -3.79054 0.59668
H46 4.93193 -4.05769 0.01084
H47 4.43824 -4.27140 -1.67218
H48 4.32421 -6.34700 -0.80834
C17 -4.96819 3.07437 -0.62187
C18 -4.98190 3.80931 0.69648
O13 -3.80127 3.47686 1.41600
H49 -4.99597 2.00417 -0.39791
H50 -4.09252 3.27416 -1.23635
H51 -5.88637 3.24531 -1.18388
H52 -5.86587 3.48581 1.25935
H53 -5.04351 4.89377 0.54032
H54 -3.86713 3.82175 2.31304
C19 -5.15255 -2.36150 -2.03928
C20 -5.67232 -3.16418 -3.20364
O14 -7.07663 -3.12783 -3.16900
H55 -4.09204 -2.11597 -2.11728
H56 -5.31234 -2.90022 -1.10311
H57 -5.70059 -1.42149 -1.96957
H58 -5.31023 -4.21260 -3.20239
H59 -5.30384 -2.79288 -4.17691
H60 -7.43660 -3.33807 -4.03841

Values from the calculation:
calculated total energy	-84121.9711	eV
HOMO energy	-14.088	eV
net charge	+2
multiplicity	1



Entry 2:
A cluster of 9 separate species, C20H60N2O9 in total at a distorted geometry, computed with the ωB97M-V functional and the def2-TZVPD basis.

Atoms and positions in Å:
C1 5.16698 2.06821 -0.77419
O1 5.78058 0.80054 -0.83114
C2 5.74721 0.09981 -2.03764
C3 4.31526 -0.25267 -2.65701
C4 3.32372 -1.08122 -1.83958
N1 4.38124 -0.90006 -4.00126
H1 5.48793 2.56249 0.14276
H2 4.08275 2.06611 -0.88618
H3 5.65772 2.72743 -1.49022
H4 6.25997 0.76499 -2.73241
H5 6.32011 -0.82717 -2.06175
H6 3.68677 0.62887 -2.78344
H7 2.45479 -1.35610 -2.43748
H8 2.82577 -0.62538 -0.98380
H9 3.82158 -2.00405 -1.54188
H10 3.46616 -1.25578 -4.23830
H11 4.60906 -0.15182 -4.64028
C5 1.89620 -6.16679 -0.05427
O2 0.59596 -6.40865 0.44347
C6 -0.18665 -5.24695 0.51449
C7 -0.82793 -4.81855 -0.83615
C8 -2.06269 -3.90566 -0.75171
N2 -1.33781 -5.98492 -1.57309
H12 2.55800 -6.73724 0.59742
H13 2.18393 -5.11597 -0.02130
H14 2.12670 -6.66037 -0.99838
H15 -0.97011 -5.64540 1.15910
H16 0.33260 -4.38801 0.93959
H17 -0.17235 -4.22640 -1.47464
H18 -2.72966 -3.91304 -1.61381
H19 -1.84432 -2.85991 -0.53535
H20 -2.72321 -4.27121 0.03453
H21 -1.81374 -6.63543 -0.96447
H22 -0.60479 -6.54755 -1.98080
C9 -4.86346 2.93615 -0.05845
C10 -4.68542 4.14540 0.72762
O3 -4.59935 5.26962 -0.14905
H23 -5.26204 2.16148 0.59661
H24 -3.96179 2.65079 -0.60038
H25 -5.61882 2.98015 -0.84304
H26 -3.83605 4.13022 1.41058
H27 -5.57722 4.18027 1.35338
H28 -5.48779 5.63309 -0.16168
C11 -1.79699 -1.42100 -3.81055
C12 -1.47261 0.06418 -3.92359
O4 -1.48765 0.25413 -5.27401
H29 -0.91157 -1.94453 -4.17119
H30 -2.67766 -1.76646 -4.35202
H31 -1.90338 -1.66184 -2.75283
H32 -0.48549 0.42895 -3.63961
H33 -2.20341 0.69165 -3.41338
H34 -2.33159 0.67278 -5.45862
C13 1.43471 0.94625 4.67597
C14 0.36667 0.07365 5.41781
O5 0.54894 0.03178 6.80624
H35 1.10226 0.96163 3.63801
H36 2.46307 0.58675 4.71211
H37 1.42492 1.96714 5.05779
H38 0.38177 -0.92546 4.98232
H39 -0.62284 0.49791 5.24753
H40 -0.28148 -0.31108 7.14455
C15 2.48846 4.60346 1.40794
C16 3.88147 4.83330 1.95921
O6 4.68091 5.35030 0.88726
H41 1.79416 4.16095 2.12225
H42 2.45469 4.01619 0.49031
H43 2.16074 5.61682 1.17595
H44 4.22501 3.84407 2.26173
H45 4.04129 5.45569 2.83966
H46 5.50854 5.66059 1.26190
C17 -3.87949 -0.74320 3.48106
C18 -4.77265 -1.54876 2.39121
O7 -3.94647 -1.50541 1.28061
H47 -2.85003 -1.08081 3.60077
H48 -4.22070 -0.85491 4.51023
H49 -3.79252 0.29701 3.16722
H50 -5.67362 -0.94182 2.30198
H51 -4.96206 -2.57697 2.69947
H52 -4.47230 -1.82442 0.54350
C19 -0.20474 1.67118 0.12835
C20 -1.55629 1.03707 0.00982
O8 -1.55320 -0.11556 0.76949
H53 0.09052 1.98442 1.12975
H54 -0.11425 2.55141 -0.50812
H55 0.62477 1.05360 -0.21604
H56 -1.78958 0.72340 -1.00767
H57 -2.32755 1.67536 0.44094
H58 -2.37480 -0.60549 0.68860
O9 -0.92689 3.65414 -3.03890
H59 -0.87508 3.92490 -3.95555
H60 -1.12180 2.71772 -3.07591

Values from the calculation:
calculated total energy	-43115.1270	eV
HOMO energy	-9.128	eV
multiplicity	1



Entry 3:
A cluster of 10 separate species, C20H60O10 in total at a distorted geometry, computed with the ωB97M-V functional and the def2-TZVPD basis.

Atoms and positions in Å:
C1 2.83931 -3.94661 2.99656
C2 2.65163 -3.11224 1.73790
O1 1.94028 -1.93619 2.14290
H1 3.30167 -4.91509 2.78031
H2 1.85768 -4.12461 3.43287
H3 3.45930 -3.42644 3.72362
H4 2.08855 -3.64207 0.96250
H5 3.60748 -2.85090 1.27019
H6 1.21992 -1.81664 1.50716
C3 4.21442 -0.18680 -0.42903
C4 4.21770 0.62835 0.83020
O2 5.27757 1.61319 0.75828
H7 5.08748 -0.83550 -0.50256
H8 4.09211 0.32450 -1.38651
H9 3.32894 -0.83774 -0.43968
H10 4.42564 0.00764 1.70564
H11 3.25538 1.12730 0.98201
H12 5.16193 2.11167 1.57621
C5 -0.87421 -5.15265 0.51777
C6 -0.01905 -6.10674 1.34198
O3 0.80058 -6.89693 0.49271
H13 -1.56813 -4.70439 1.23703
H14 -1.52290 -5.64682 -0.20721
H15 -0.33996 -4.34743 0.01510
H16 -0.71304 -6.73633 1.91603
H17 0.59943 -5.57609 2.07379
H18 1.41528 -7.39242 1.04259
C7 0.38164 -3.63556 -2.77097
C8 1.70395 -4.35827 -2.55806
O4 1.88384 -5.40192 -3.51221
H19 -0.44817 -4.30491 -2.54141
H20 0.29727 -3.24202 -3.78239
H21 0.36560 -2.76525 -2.10801
H22 1.87521 -4.72833 -1.54240
H23 2.51937 -3.63925 -2.69535
H24 1.52512 -6.21287 -3.14001
C9 -0.98137 5.31296 1.20074
C10 -1.98169 4.25376 1.59219
O5 -3.28426 4.78437 1.45465
H25 -1.13397 5.62086 0.16336
H26 0.05383 5.01239 1.36670
H27 -1.08078 6.26300 1.73558
H28 -1.82201 3.83433 2.59475
H29 -1.82868 3.39709 0.91857
H30 -3.89805 4.02719 1.47571
C11 -3.30973 -2.21473 -0.34712
C12 -2.97490 -1.88735 -1.78162
O6 -1.88943 -0.96839 -1.86488
H31 -2.43326 -2.57546 0.19003
H32 -4.12094 -2.94158 -0.31327
H33 -3.65392 -1.36364 0.24777
H34 -3.83897 -1.57730 -2.38034
H35 -2.69673 -2.83506 -2.26829
H36 -1.83887 -0.65645 -2.77440
C13 -4.20389 1.77164 -0.32904
C14 -4.53536 1.28481 1.07490
O7 -4.77434 2.42157 1.90573
H37 -3.31862 2.39966 -0.33630
H38 -5.07635 2.30463 -0.70738
H39 -4.09005 0.91056 -0.98976
H40 -3.79159 0.61935 1.53157
H41 -5.40797 0.61795 1.04073
H42 -5.26048 2.12690 2.68177
C15 -1.64776 4.23090 -2.45252
C16 -0.98639 2.91895 -2.06893
O8 0.07996 2.53738 -2.92333
H43 -1.85670 4.25929 -3.52382
H44 -0.96123 5.05730 -2.25077
H45 -2.57824 4.42458 -1.91873
H46 -1.67703 2.07438 -2.12012
H47 -0.65466 2.95606 -1.02367
H48 0.79169 3.18454 -2.88017
C17 -0.32287 0.87668 1.04272
C18 0.40533 -0.06158 0.09043
O9 -0.10066 -1.40210 0.23271
H49 0.23464 1.81902 0.97246
H50 -0.38903 0.49025 2.05853
H51 -1.35546 1.08996 0.75178
H52 1.46901 -0.06722 0.32802
H53 0.26265 0.28657 -0.93563
H54 -0.78353 -1.48376 -0.45517
C19 2.82321 3.85015 0.39568
C20 2.44319 5.23396 -0.05972
O10 2.70061 6.12861 1.03568
H55 2.22009 3.55511 1.26095
H56 3.83854 3.79658 0.78128
H57 2.63576 3.13381 -0.40587
H58 1.37591 5.27235 -0.30617
H59 2.98448 5.58048 -0.94718
H60 2.31202 6.98108 0.81163

Values from the calculation:
calculated total energy	-42185.5661	eV
HOMO energy	-9.808	eV
multiplicity	1



- Look up the multiplicity of the first one.
  1



- Which value of calculated total energy does entry 2 give?
  -43115.1270 eV



- HOMO energy of number 3 (C20H60O10)?
  -9.808 eV